1:
Formula: C10H8N2
Source: the OMol25 dataset
Level of theory: the ωB97M-V functional and the def2-TZVPD basis

Each line ends with the Mulliken charge.
Element x y z (Å)
C (-3.499, 0.001, -0.041)  -0.203
C (-2.753, 1.160, -0.398)  -0.566
C (-1.358, 1.101, -0.428)  -0.250
C (-0.671, 0.040, 0.002)  0.887
C (0.742, -0.044, -0.034)  0.092
N (1.353, 1.054, 0.485)  -0.554
C (2.724, 1.076, 0.514)  -0.097
C (3.477, -0.007, -0.016)  -0.687
C (2.701, -1.030, -0.543)  -0.138
N (1.454, -1.101, -0.483)  -0.586
C (-1.440, -1.152, 0.398)  -0.385
C (-2.799, -1.121, 0.479)  -0.581
H (-4.654, -0.133, -0.047)  0.249
H (-3.310, 1.981, -0.840)  0.346
H (-0.899, 2.054, -0.757)  0.297
H (3.060, 1.889, 1.183)  0.390
H (4.454, 0.050, 0.079)  0.522
H (3.151, -1.880, -0.870)  0.519
H (-0.786, -1.871, 0.919)  0.301
H (-3.410, -1.898, 0.713)  0.445

Properties
2S+1: 1
HOMO (eV): -8.875
Structure (SMILES): c1ccc(-c2ncccn2)cc1

=====

2:
Formula: C10H8N2
Source: the OMol25 dataset
Level of theory: the ωB97M-V functional and the def2-TZVPD basis

Each line ends with the Mulliken charge.
Element x y z (Å)
C (0.601, 0.172, 0.165)  0.434
C (-0.633, 0.289, 0.190)  -0.174
N (-1.953, -0.022, 0.089)  0.080
C (-2.665, 0.279, -1.129)  -0.425
C (-3.970, 0.050, -0.826)  -0.315
C (-4.061, -0.257, 0.581)  -0.742
C (-2.798, -0.331, 1.101)  -0.084
N (1.979, 0.124, 0.087)  -0.037
C (2.831, -0.231, 1.105)  -0.278
C (4.035, -0.390, 0.532)  -0.554
C (3.976, 0.075, -0.777)  -0.509
C (2.660, 0.281, -1.085)  -0.241
H (-2.097, 0.282, -2.138)  0.249
H (-4.795, 0.242, -1.525)  0.373
H (-4.889, -0.263, 1.189)  0.456
H (-2.583, -0.381, 2.168)  0.344
H (2.424, -0.409, 2.056)  0.387
H (4.875, -0.892, 1.031)  0.364
H (4.796, 0.122, -1.552)  0.333
H (2.188, 0.638, -1.990)  0.339

Properties
2S+1: 1
HOMO (eV): -8.094
Structure (SMILES): C(#Cn1cccc1)n1cccc1

=====

Energies in kcal/mol, measured from the most stable structure: 1 0.0; 2 57.5.

=====

1:
Formula: CH2N2O3
Source: the OMol25 dataset
Level of theory: the ωB97M-V functional and the def2-TZVPD basis

Each line ends with the Mulliken charge.
Element x y z (Å)
C (-0.089, -0.218, -0.006)  -0.408
N (2.146, -0.877, -0.645)  0.144
N (1.818, -1.487, -2.091)  1.005
O (2.703, -1.645, 0.055)  -0.257
O (1.158, -0.774, -2.765)  -0.508
O (2.324, -2.538, -2.287)  -0.515
H (-0.197, -0.069, 1.063)  0.277
H (-0.478, 0.568, -0.643)  0.261

Properties
2S+1: 1
HOMO (spin up / spin down) (eV): -9.575 / -9.954

=====

2:
Formula: CH2N2O3
Source: the OMol25 dataset
Level of theory: the ωB97M-V functional and the def2-TZVPD basis

Each line ends with the Mulliken charge.
Element x y z (Å)
C (-0.113, -0.216, 0.073)  -0.236
N (-1.271, -0.754, 0.034)  0.486
O (-1.548, -1.988, 0.157)  -0.581
N (-2.385, 0.286, -0.054)  0.511
O (-2.083, 1.883, -0.018)  -0.450
O (-3.496, -0.191, -0.102)  -0.304
H (0.757, -0.812, 0.379)  0.277
H (0.051, 0.783, -0.220)  0.296

Properties
2S+1: 1
HOMO (spin up / spin down) (eV): -10.426 / -10.427
Structure (SMILES): C=[N+]([O-])[N+](=O)[O-]

=====

3:
Formula: CH2N2O3
Source: the OMol25 dataset
Level of theory: the ωB97M-V functional and the def2-TZVPD basis

Each line ends with the Mulliken charge.
Element x y z (Å)
C (4.234, 2.058, -0.295)  0.468
N (3.456, 2.780, -0.834)  -0.399
N (-1.919, -4.056, 0.297)  0.422
O (5.018, 1.553, 0.346)  -0.345
O (-0.103, -3.680, 0.066)  -0.628
O (-2.555, -3.115, 0.152)  -0.120
H (0.281, -4.659, 0.081)  0.326
H (2.541, 2.642, -1.192)  0.276

Properties
2S+1: 1
HOMO (spin up / spin down) (eV): -10.502 / -10.508

=====

4:
Formula: CH2N2O3
Source: the OMol25 dataset
Level of theory: the ωB97M-V functional and the def2-TZVPD basis

Each line ends with the Mulliken charge.
Element x y z (Å)
C (-1.422, 0.121, -0.407)  -0.329
N (0.492, -0.794, 0.638)  0.084
N (1.178, 0.353, 0.128)  1.113
O (0.949, -1.834, 0.262)  -0.304
O (0.745, 1.332, 0.666)  -0.532
O (1.987, 0.263, -0.694)  -0.539
H (-2.271, -0.497, -0.762)  0.278
H (-1.658, 1.056, 0.169)  0.228

Properties
2S+1: 1
HOMO (spin up / spin down) (eV): -10.324 / -9.889

=====

Energies in kcal/mol, measured from the most stable structure: 1 145.5; 2 114.5; 3 0.0; 4 157.6.

=====

1:
Formula: ClHNO2P
Source: the OMol25 dataset
Level of theory: the ωB97M-V functional and the def2-TZVPD basis

Each line ends with the Mulliken charge.
Element x y z (Å)
O (-0.522, 0.101, -1.735)  -0.529
N (-0.668, -0.168, -0.581)  0.829
O (-1.686, -0.253, 0.027)  -0.519
P (0.976, -0.473, 0.289)  0.215
Cl (0.536, -0.055, 2.187)  -0.125
H (1.364, 0.849, -0.188)  0.129

Properties
2S+1: 1
HOMO (eV): -10.513
Structure (SMILES): O=[N+]([O-])PCl

=====

2:
Formula: ClHNO2P
Source: the OMol25 dataset
Level of theory: the ωB97M-V functional and the def2-TZVPD basis

Each line ends with the Mulliken charge.
Element x y z (Å)
O (-0.843, -1.540, -0.527)  -0.415
N (0.050, -0.824, -0.139)  0.663
O (1.367, -1.239, 0.033)  -0.499
P (-0.094, 0.703, 0.743)  0.244
Cl (-1.572, 1.575, -0.251)  -0.137
H (1.093, 1.325, 0.141)  0.144

Properties
2S+1: 1
HOMO (eV): -10.561
Structure (SMILES): O=[N+]([O-])PCl

=====

3:
Formula: ClHNO2P
Source: the OMol25 dataset
Level of theory: the ωB97M-V functional and the def2-TZVPD basis

Each line ends with the Mulliken charge.
Element x y z (Å)
O (1.210, 1.429, -0.057)  -0.492
N (-0.027, 0.807, 0.018)  0.686
O (-1.035, 1.421, 0.188)  -0.422
P (0.273, -0.743, -0.647)  0.280
Cl (-1.274, -1.933, -0.025)  -0.183
H (0.853, -0.981, 0.523)  0.130

Properties
2S+1: 1
HOMO (eV): -10.981
Structure (SMILES): O=[N+]([O-])PCl

=====

Energies in kcal/mol, measured from the most stable structure: 1 0.0; 2 17.1; 3 21.4.

=====

1:
Formula: C3H11O
Source: the OMol25 dataset
Level of theory: the ωB97M-V functional and the def2-TZVPD basis

Each line ends with the Mulliken charge.
Element x y z (Å)
O (2.351, -0.035, 1.207)  -0.399
H (2.909, 0.300, 1.940)  0.452
H (2.664, -0.945, 0.944)  0.469
H (1.374, -0.041, 1.479)  0.447
C (-0.883, 0.312, 0.690)  -0.891
C (-0.786, -0.588, -0.528)  0.008
C (-0.882, 0.268, -1.791)  -1.167
H (-1.360, -0.178, 1.560)  0.418
H (-1.311, 1.311, 0.711)  0.351
H (0.106, 0.637, 1.110)  -0.135
H (-1.581, -1.336, -0.464)  0.283
H (0.132, -1.183, -0.507)  0.214
H (-1.184, -0.320, -2.664)  0.330
H (-1.624, 1.047, -1.653)  0.334
H (0.074, 0.752, -2.032)  0.286

Properties
2S+1: 1
HOMO (eV): -15.286
Total charge: +1

=====

2:
Formula: C3H11O
Source: the OMol25 dataset
Level of theory: the ωB97M-V functional and the def2-TZVPD basis

Each line ends with the Mulliken charge.
Element x y z (Å)
O (-1.117, -0.043, -1.742)  -0.324
H (-0.557, -0.846, -1.764)  0.427
H (-1.978, -0.198, -2.194)  0.455
H (-1.039, 0.448, -0.895)  0.307
C (1.361, -0.794, 0.194)  -1.225
C (0.133, -0.327, 0.965)  -0.536
C (-0.108, 1.206, 1.058)  -1.130
H (1.429, -0.320, -0.795)  0.397
H (2.246, -0.497, 0.736)  0.362
H (1.291, -1.882, 0.106)  0.331
H (-0.787, -0.747, 0.541)  0.453
H (0.129, -0.786, 1.950)  0.362
H (0.587, 1.675, 0.335)  0.426
H (0.148, 1.643, 2.006)  0.335
H (-1.101, 1.501, 0.731)  0.361

Properties
2S+1: 1
HOMO (eV): -15.950
Total charge: +1

=====

Energies in kcal/mol, measured from the most stable structure: 1 4.4; 2 0.0.

=====

1:
Formula: CH8N2S2
Source: the OMol25 dataset
Level of theory: the ωB97M-V functional and the def2-TZVPD basis

Each line ends with the Mulliken charge.
Element x y z (Å)
N (0.356, -0.195, -1.017)  -0.521
C (1.497, 0.310, -0.189)  -0.430
N (1.291, 0.276, 1.249)  -0.608
H (0.236, -1.272, -1.135)  0.246
H (0.701, 0.107, -1.938)  0.236
H (1.768, 1.300, -0.376)  0.368
H (2.361, -0.342, -0.356)  0.281
H (0.359, -0.163, 1.290)  0.242
H (1.194, 1.242, 1.606)  0.258
S (-2.635, -1.461, 0.122)  -0.223
S (-3.085, 0.512, -0.329)  -0.160
H (-2.254, -1.171, 1.411)  0.159
H (-1.788, 0.857, -0.339)  0.153

Properties
2S+1: 1
HOMO (eV): -9.107
Structure (SMILES): NCN.SS

=====

2:
Formula: CH8N2S2
Source: the OMol25 dataset
Level of theory: the ωB97M-V functional and the def2-TZVPD basis

Each line ends with the Mulliken charge.
Element x y z (Å)
N (-1.131, -1.482, 1.525)  -0.580
C (-1.261, -0.081, 1.286)  -0.394
N (-0.624, 0.411, 0.007)  -0.603
H (-0.280, -1.943, 1.993)  0.224
H (-2.058, -1.902, 1.934)  0.232
H (-1.032, 0.702, 2.138)  0.249
H (-2.202, 0.370, 1.166)  0.397
H (-1.160, 0.046, -0.794)  0.225
H (0.146, -0.192, -0.042)  0.247
S (2.000, 1.875, -1.836)  -0.170
S (3.218, 0.220, -2.552)  -0.186
H (1.099, 1.220, -1.032)  0.199
H (3.285, 0.755, -3.795)  0.161

Properties
2S+1: 1
HOMO (eV): -8.618
Structure (SMILES): NCN.SS

=====

Energies in kcal/mol, measured from the most stable structure: 1 0.0; 2 15.0.

=====

1:
Formula: C2H4N3O
Source: the OMol25 dataset
Level of theory: the ωB97M-V functional and the def2-TZVPD basis

Each line ends with the Mulliken charge.
Element x y z (Å)
C (-1.003, 0.893, -0.156)  0.400
C (-0.765, -0.322, 0.481)  0.072
N (-1.002, 1.652, -1.054)  -0.318
N (1.370, -0.293, -0.987)  -0.157
N (-0.780, -0.831, 1.641)  -0.245
O (1.200, 0.819, -1.558)  -0.155
H (0.850, -1.055, -1.409)  0.336
H (-1.554, -0.682, 2.323)  0.293
H (-0.158, -1.642, 1.866)  0.322
H (1.843, 1.462, -1.146)  0.453

Properties
2S+1: 1
HOMO (spin up / spin down) (eV): -14.669 / -14.257
Total charge: +1

=====

2:
Formula: C2H4N3O
Source: the OMol25 dataset
Level of theory: the ωB97M-V functional and the def2-TZVPD basis

Each line ends with the Mulliken charge.
Element x y z (Å)
C (-0.307, 0.483, 0.076)  -0.764
N (1.065, 0.160, 0.028)  0.232
C (1.615, -0.979, -0.031)  0.090
N (3.058, -0.790, 0.059)  -0.211
N (3.147, 0.443, -0.031)  0.169
O (2.081, 1.086, -0.093)  0.026
H (-0.724, -0.347, -0.309)  0.400
H (-0.708, 0.769, 1.081)  0.295
H (-0.477, 1.180, -0.676)  0.379
H (1.164, -1.990, 0.113)  0.385

Properties
2S+1: 1
HOMO (eV): -17.432
Total charge: +1
Structure (SMILES): C[n+]1cnno1

=====

3:
Formula: C2H4N3O
Source: the OMol25 dataset
Level of theory: the ωB97M-V functional and the def2-TZVPD basis

Each line ends with the Mulliken charge.
Element x y z (Å)
C (1.185, -0.078, -0.853)  -0.814
N (0.159, -0.583, 0.059)  0.881
O (0.155, -1.610, 0.662)  -0.341
N (-0.596, 0.462, 0.362)  -0.241
C (-1.784, 0.462, 1.363)  0.160
N (-2.747, 0.370, 1.968)  -0.124
H (1.978, -0.811, -0.642)  0.340
H (1.481, 0.901, -0.729)  0.381
H (0.915, -0.254, -1.797)  0.412
H (-0.745, 1.142, -0.394)  0.344

Properties
2S+1: 1
HOMO (eV): -17.355
Total charge: +1
Structure (SMILES): C[N+](=O)NC#N

=====

Energies in kcal/mol, measured from the most stable structure: 1 43.3; 2 0.0; 3 25.2.